Here is a molecular structure, C10H16IrN2PSe from the Open Molecules 2025 dataset. Energies are from ωB97M-V with the def2-TZVPD basis set.

Results
* 2S+1: 5
* F_max: 3.243 eV/A
* net charge: 0
* orbital gap (spin up / spin down): 5.51 / 3.29 eV

Cartesian coordinates (Å):
P 0.303233 -2.381097 -0.486366
H 1.476977 -1.500574 4.296405
N 1.179049 -0.364459 2.496159
H -0.627719 -0.681768 -3.121733
H 1.734155 0.520018 -3.502510
C -0.880218 2.570075 -3.874307
H -2.833355 0.626589 3.335160
H -0.277302 -2.722325 0.787779
H 3.028392 -1.260710 2.360525
H 2.339484 -0.876055 0.819748
H 1.268314 3.064046 -4.378247
N -0.946587 0.053889 2.733349
H -2.830068 -0.397452 1.892883
H -0.871650 -2.312191 -1.320652
C -0.539711 -0.677064 3.851338
H -1.240589 -0.949652 4.612440
Ir 1.702365 -0.657379 -0.762247
C 0.505450 2.334616 -4.110078
C 0.772775 0.992028 -3.708591
C -2.325647 0.422307 2.412616
H -2.610227 1.193446 -3.546647
C 0.131243 0.223133 1.883964
H -2.302477 1.298730 1.767849
Se 0.219064 0.861702 0.143611
C -0.519278 0.340991 -3.481570
H 2.995389 0.488702 1.790167
H 0.790740 -3.691553 -0.816420
C 0.784513 -0.935199 3.704988
C -1.539586 1.342888 -3.684269
H -1.361440 3.547401 -3.957505
C 2.474716 -0.473079 1.862167

Forces on the atoms, in the same order (eV/Å):
-0.83 -1.43 -0.17
0.03 0.04 0.19
-0.50 -0.02 0.22
-0.15 0.20 -0.44
-0.21 0.10 -0.58
0.27 0.20 -1.45
-0.30 0.23 0.36
-0.03 0.06 -0.44
0.31 0.22 0.26
0.61 -0.38 1.15
-0.31 -0.10 0.17
1.17 -0.08 -0.54
0.12 0.11 0.03
0.45 -0.31 0.58
0.30 0.41 -0.87
-0.05 -0.05 0.21
0.88 0.60 -3.06
-0.07 -0.44 1.69
-1.31 -0.46 0.05
0.52 -0.26 -0.40
0.33 0.08 -0.05
-0.92 -0.95 1.66
-0.10 -0.02 0.09
-1.44 1.88 -0.20
0.74 1.21 -0.01
-0.10 -0.37 0.21
-0.43 0.46 0.11
-0.31 0.32 -0.63
0.91 -0.79 1.40
0.07 -0.39 -0.22
0.39 -0.06 0.70

Here is 2 unconnected molecules or ions with the total composition C10H16N2O from the Open Molecules 2025 dataset. Energies are from ωB97M-V with the def2-TZVPD basis set.

Results
* F_max: 5.009 eV/A
* net charge: 0
* orbital gap (spin up / spin down): 7.93 / 5.95 eV

Cartesian coordinates (Å):
H 1.074469 4.154891 -1.124905
H -0.397200 5.359584 -1.245739
O -0.028265 -0.573576 1.898824
H -1.060194 -2.599370 1.071035
H 2.088266 -1.181937 -1.264434
H 0.849921 2.246347 -0.242887
N -0.794746 3.226937 -1.149419
C -0.862605 -2.488563 -0.008584
H -1.199117 0.351502 3.481117
C -0.600049 0.539369 2.593268
H -1.353893 0.901716 1.825116
C -0.986553 1.103825 -0.111158
H 2.417773 -2.183110 0.976395
H 1.605853 -3.727271 0.368360
H 1.353338 -2.557384 -1.989315
H 1.059618 -2.769648 1.889820
N -2.963985 0.177825 -1.262958
H -0.859187 -3.412174 -0.624328
H -1.510973 -1.802873 -0.421380
C 0.266858 -0.507677 0.620981
H 0.615837 -1.013221 -2.239584
C -0.257657 2.269820 -0.451033
H 0.106779 1.361833 2.898284
C 1.466772 -2.676239 0.884706
C 0.090338 4.314914 -1.494334
C -2.027051 0.644211 -0.756011
H 0.166697 4.259774 -2.625998
C 1.178786 -1.628695 -1.453429
C 0.560171 -1.790807 -0.042410

Forces on the atoms, in the same order (eV/Å):
0.98 0.37 0.67
1.16 -2.10 -0.31
0.10 -0.48 0.91
-0.36 -0.52 -0.70
2.22 1.12 -0.09
-0.98 0.24 0.23
0.38 -0.54 1.11
2.25 -0.89 0.41
0.46 -1.31 0.07
-0.85 1.87 -1.13
0.93 0.30 0.99
4.50 -1.25 1.82
0.72 -0.05 0.03
-0.27 2.08 1.14
-0.01 -0.45 0.46
-0.17 -0.19 -0.21
-0.29 -0.18 -0.19
-0.02 0.37 0.72
-1.91 1.15 -0.92
-0.89 3.61 0.26
0.40 -0.49 1.59
0.66 0.52 -1.05
-0.30 -0.98 -0.85
0.00 -1.00 -1.71
-1.89 1.27 -1.81
-2.96 -1.01 -1.69
-0.09 0.41 1.11
-2.44 0.07 -0.77
-1.33 -1.93 -0.10

Here is C10H16N2O2 in the gas phase from the Open Molecules 2025 dataset. Energies are from ωB97M-V with the def2-TZVPD basis set.

Results
* SMILES string: NCCOc1ccccc1OCCN
* F_max: 9.806 eV/A
* net charge: 0
* orbital gap: 9.64 eV

Cartesian coordinates (Å):
C 1.109096 -0.849956 0.252224
H -3.103575 -1.798586 1.184750
H 4.487520 -1.092106 1.097531
H 4.244988 1.284283 -0.209824
H -2.057769 -3.023778 -1.441708
H -2.075307 3.208130 1.714282
C -1.986161 -2.720430 -0.414610
C -0.515038 -2.101984 -0.432404
C 2.320548 -1.393519 0.824250
O 0.050470 0.688675 -1.057082
H 2.349548 1.936708 -1.189698
H -2.043649 -3.489258 0.445033
C 3.554766 -0.871020 0.586208
N -1.924795 3.299532 0.824000
C 3.624765 0.314892 -0.248914
C -0.262245 2.109885 -0.674152
C 1.222200 0.048632 -0.621716
H 0.364201 -2.764604 -0.615604
H -2.982173 -0.979465 -0.569960
H -0.999739 2.351096 -1.484676
H -0.511988 -1.186745 -1.127436
H 2.052630 -2.041788 1.716142
C 2.389992 0.834091 -0.762773
H -0.530406 1.849912 1.373672
C -1.132033 2.117188 0.420385
H -2.907408 3.132570 0.207670
N -3.203455 -1.900587 -0.064568
O -0.115812 -1.262478 0.754836
H -1.950596 1.404306 0.218064
H 0.531434 2.896417 -0.703916

Forces on the atoms, in the same order (eV/Å):
1.37 -5.38 6.16
-0.38 0.40 -5.18
-0.45 -0.59 0.17
0.58 -2.62 0.19
-0.44 -0.96 -0.31
-1.64 -0.49 6.16
0.95 -0.22 3.10
-1.54 2.70 0.00
-2.03 -0.70 1.67
-0.13 1.37 -0.04
0.02 -2.79 0.69
0.46 0.27 -2.13
0.97 2.36 -0.99
-1.32 0.50 -9.70
-2.82 3.07 -0.02
0.38 0.04 -5.11
-0.32 8.93 -3.96
-1.22 -0.11 -0.12
-0.84 -1.06 1.64
1.22 0.21 -0.21
-0.50 -2.35 -0.26
0.94 0.31 -1.36
2.25 -0.39 -0.40
-1.05 -0.16 -1.25
-1.91 -1.51 6.22
3.25 1.23 2.78
2.56 1.42 2.89
0.66 -1.49 -1.10
1.18 -0.84 0.31
-0.19 -1.16 0.16

Here is a gas-phase ion, C10H16N3O6 (charge -1) from the Open Molecules 2025 dataset. Energies are from ωB97M-V with the def2-TZVPD basis set.

Results
* SMILES string: CNC(=O)[C@@H](CC(=O)[O-])NC(=O)[C@@H](CO)NC(C)=O
* F_max: 4.897 eV/A
* net charge: -1
* orbital gap: 8.46 eV

Cartesian coordinates (Å):
H 1.057629 0.382543 -2.826517
N -2.307409 -0.188804 0.301038
O 3.496537 0.535553 -1.483041
H -2.092465 0.698630 -0.183959
O -1.362109 0.087834 3.906126
H -3.793998 0.341070 -1.835177
C 4.620427 -1.071711 0.517468
C 2.750283 0.244139 -0.572529
N 0.340855 -0.183868 -0.013959
H 2.617059 -0.773469 1.203601
H -0.404713 0.001057 3.910219
H -2.843127 -1.086338 -2.667795
H 1.555361 1.980941 -2.596727
H -0.449193 -0.425599 -0.604370
H -2.849129 0.679816 2.643592
C 0.882408 1.227350 -2.096155
O -1.169290 1.974286 -1.082040
H -1.323968 1.568344 2.354856
C -2.848328 -1.064114 -0.510027
H -1.804304 -1.368045 1.898283
C -1.772928 0.622646 2.634948
H 5.098446 -0.575764 -0.245633
H -4.309881 -1.293233 -1.988477
C -3.463161 -0.712033 -1.878971
H 5.203018 -0.753588 1.384422
N 3.242290 -0.581335 0.416924
C -0.655061 1.563711 -2.132263
O -2.849955 -2.257660 -0.120665
O 0.854130 -0.369231 2.212290
H 1.337246 1.673831 0.017018
C 1.332373 0.815369 -0.604401
C -1.469128 -0.375257 1.524393
H 4.604001 -2.200284 0.408168
C 0.037567 -0.234802 1.264151
O -1.261483 1.118023 -3.154793

Forces on the atoms, in the same order (eV/Å):
-0.38 0.45 1.14
1.67 4.40 0.65
0.60 0.62 -0.92
-0.23 0.23 0.28
-0.61 0.77 -0.46
0.75 -0.35 -0.90
-1.74 -1.25 0.47
1.47 -0.78 -0.21
1.33 1.39 -2.04
0.13 0.17 -0.36
0.27 -0.05 -0.40
0.82 0.79 -0.46
-0.72 -0.26 1.24
0.36 0.57 -0.11
-0.36 0.45 0.34
0.77 -0.78 -0.19
-0.31 1.07 0.94
0.05 0.49 0.43
-0.59 -4.85 0.28
0.86 0.42 -0.13
-0.19 -1.05 0.16
1.35 0.46 -2.27
-2.00 -1.34 0.28
0.84 1.58 2.23
-0.69 -0.16 0.55
-1.52 0.20 1.60
0.05 -2.34 -1.80
-0.39 0.66 -0.96
-0.93 1.31 -1.11
-0.24 0.93 0.66
-0.52 -1.97 -1.12
-1.14 -1.59 -0.58
0.41 1.34 0.08
-0.01 -2.60 1.75
0.82 1.08 0.95

Values of energy above the lowest of the compared OMol25 structures with the same formula, charge and spin, in order: 28.9; 170.3; 171.6; 39.9, all in kcal per mole.
Values of E_tot, in order: -3346.939512; -575.112602; -650.374823; -1006.463857, all in Ha.